(1)
One molecule with the formula C5H8N2, computed with wB97M-V/def2-TZVPD.

CARTESIAN COORDINATES (ANGSTROEM)
C (-1.31, -0.93, -0.38)
C (-1.15, 1.10, 1.10)
C (-0.38, 1.93, 0.38)
N (0.77, 1.24, -0.27)
C (0.77, -0.01, 0.08)
N (1.67, -0.95, -0.29)
C (-0.51, -0.26, 0.80)
H (-0.66, -1.45, -1.11)
H (-2.01, -1.65, 0.01)
H (-1.84, -0.14, -0.91)
H (-0.42, 3.00, 0.18)
H (1.35, 1.61, -1.02)
H (2.64, -0.67, -0.28)
H (1.51, -1.86, 0.09)
H (-0.42, -0.95, 1.64)

## Properties
- Total charge: 0
- Energy above the lowest of the compared OMol25 structures with the same formula, charge and spin: 324.2 kJ/mol
- F_max: 0.52 eV/A
- Frontier orbital gap: 7.4075 eV

(2)
One molecule with the formula C11H20N4O4S, computed with wB97M-V/def2-TZVPD.

CARTESIAN COORDINATES (ANGSTROEM)
O (1.97, 3.64, 1.76)
O (3.38, -0.24, 5.07)
O (-2.91, -0.09, 0.06)
O (1.61, 0.76, -1.27)
S (-0.96, -2.23, -3.38)
C (2.82, 3.13, 1.13)
C (2.85, 0.53, 4.31)
C (-2.44, -0.43, -1.03)
C (1.06, 0.65, -0.20)
N (3.31, 1.80, 4.23)
N (-3.21, -0.82, -2.03)
N (-0.16, 0.16, -0.14)
N (2.85, 1.77, 0.93)
C (3.83, 3.96, 0.52)
C (-4.62, -0.73, -2.17)
C (1.62, 0.09, 3.44)
C (-0.33, -1.77, -1.68)
C (1.90, -0.22, 1.97)
C (-0.91, -0.35, -1.26)
C (1.69, 0.97, 1.15)
H (0.05, -1.73, -4.06)
H (3.93, 2.15, 4.96)
H (2.66, 2.53, 3.75)
H (-2.60, -1.39, -2.69)
H (-0.65, 0.31, 0.68)
H (3.55, 1.44, 0.29)
H (4.77, 3.53, 0.35)
H (3.44, 4.47, -0.32)
H (3.92, 4.73, 1.24)
H (-5.19, -0.53, -1.16)
H (-4.98, -1.70, -2.52)
H (-4.75, 0.16, -2.81)
H (1.08, -0.78, 3.84)
H (0.91, 0.99, 3.56)
H (-0.81, -2.50, -0.91)
H (0.81, -1.82, -1.62)
H (1.27, -1.01, 1.52)
H (2.99, -0.44, 1.90)
H (-0.71, 0.22, -2.18)
H (0.98, 1.59, 1.72)

## Properties
- Total charge: 0
- Energy above the lowest of the compared OMol25 structures with the same formula, charge and spin: 99.1 kJ/mol
- F_max: 4.15 eV/A
- Frontier orbital gap: 9.9691 eV
- SMILES string: CNC(=O)[C@H](CS)NC(=O)[C@@H](CCC(N)=O)NC(C)=O

(3)
A 7-piece molecular cluster, C16H46O12 overall, computed with wB97M-V/def2-TZVPD.

CARTESIAN COORDINATES (ANGSTROEM)
C (-13.85, 2.04, -8.00)
C (-13.74, 1.35, -9.35)
C (-13.14, -0.07, -9.30)
O (-15.07, 1.33, -9.82)
H (-12.87, 2.29, -7.53)
H (-14.33, 1.37, -7.34)
H (-14.45, 2.94, -8.01)
H (-13.18, 2.00, -10.03)
H (-13.33, -0.63, -10.20)
H (-13.58, -0.64, -8.51)
H (-12.08, -0.10, -9.31)
H (-15.12, 0.82, -10.63)
C (-18.92, 7.37, -6.10)
C (-18.35, 6.00, -5.83)
C (-16.95, 6.04, -5.22)
O (-19.28, 5.31, -5.00)
H (-19.05, 7.87, -5.19)
H (-19.94, 7.28, -6.54)
H (-18.30, 8.00, -6.70)
H (-18.31, 5.35, -6.71)
H (-16.85, 6.77, -4.37)
H (-16.31, 6.42, -5.97)
H (-16.56, 5.10, -4.88)
H (-19.41, 5.88, -4.22)
C (-13.54, 5.97, -11.34)
C (-13.56, 7.20, -12.24)
O (-14.61, 7.14, -13.25)
O (-13.33, 4.71, -12.00)
H (-14.53, 5.94, -10.77)
H (-12.74, 6.10, -10.65)
H (-12.62, 7.16, -12.84)
H (-13.81, 8.11, -11.70)
H (-14.65, 6.21, -13.46)
H (-14.20, 4.21, -12.05)
C (-18.86, 2.23, -5.22)
C (-17.50, 2.58, -5.85)
O (-17.39, 1.78, -7.08)
O (-19.89, 2.85, -5.89)
H (-18.81, 2.61, -4.21)
H (-19.05, 1.17, -5.26)
H (-16.55, 2.36, -5.26)
H (-17.62, 3.60, -6.13)
H (-16.57, 1.96, -7.54)
H (-20.05, 3.74, -5.54)
C (-20.52, 2.67, -9.81)
C (-19.93, 1.29, -9.55)
O (-20.58, 0.40, -10.48)
O (-20.67, 3.04, -11.15)
H (-19.94, 3.45, -9.27)
H (-21.45, 2.68, -9.29)
H (-20.12, 1.07, -8.49)
H (-18.85, 1.17, -9.61)
H (-19.95, -0.29, -10.78)
H (-21.03, 2.21, -11.54)
C (-17.19, -0.02, -11.89)
C (-17.72, -1.22, -12.52)
O (-19.12, -1.26, -12.20)
O (-15.79, 0.22, -12.31)
H (-17.23, -0.05, -10.81)
H (-17.77, 0.88, -12.12)
H (-17.16, -2.11, -12.15)
H (-17.63, -1.13, -13.62)
H (-19.42, -2.14, -12.18)
H (-15.78, 1.06, -12.73)
C (-17.46, 4.59, -10.41)
C (-17.45, 3.63, -11.55)
O (-16.15, 3.22, -12.05)
O (-16.76, 4.10, -9.24)
H (-18.51, 4.85, -10.25)
H (-16.98, 5.48, -10.75)
H (-18.00, 3.99, -12.42)
H (-18.03, 2.75, -11.28)
H (-15.76, 2.94, -11.24)
H (-17.32, 3.38, -8.85)

## Properties
- Total charge: 0
- Energy above the lowest of the compared OMol25 structures with the same formula, charge and spin: 0.0 kJ/mol
- F_max: 3.14 eV/A
- Frontier orbital gap: 10.4190 eV
- SMILES string: CC(C)O.CC(C)O.OCCO.OCCO.OCCO.OCCO.OCCO

(4)
One molecule with the formula C4H10O2, computed with wB97M-V/def2-TZVPD.

CARTESIAN COORDINATES (ANGSTROEM)
C (1.83, 0.90, 0.27)
O (0.47, 0.72, 0.58)
C (-0.22, -0.18, -0.28)
C (0.05, -1.63, 0.11)
C (-1.69, 0.19, -0.14)
O (-1.92, 1.52, -0.53)
H (2.35, -0.06, 0.12)
H (1.95, 1.51, -0.64)
H (2.29, 1.42, 1.11)
H (0.08, 0.00, -1.32)
H (1.12, -1.87, 0.06)
H (-0.47, -2.32, -0.57)
H (-0.29, -1.82, 1.13)
H (-2.31, -0.45, -0.78)
H (-1.99, 0.02, 0.91)
H (-1.25, 2.04, -0.05)

## Properties
- Total charge: 0
- Energy above the lowest of the compared OMol25 structures with the same formula, charge and spin: 96.9 kJ/mol
- F_max: 0.39 eV/A
- Frontier orbital gap: 11.0757 eV
- SMILES string: CO[C@@H](C)CO

(5)
A 7-piece molecular cluster, C27H64BrClF2INO8P overall, computed with wB97M-V/def2-TZVPD.

CARTESIAN COORDINATES (ANGSTROEM)
O (0.41, 4.71, -0.91)
P (0.63, 4.58, 0.78)
Cl (-0.56, 6.12, 1.60)
C (-0.01, 2.88, 1.34)
O (0.66, 1.90, 0.54)
C (0.09, 0.64, 0.93)
C (1.00, -0.55, 0.42)
C (1.96, -1.07, 1.57)
F (2.23, -2.44, 1.38)
C (-1.34, 0.49, 0.30)
N (-2.14, 1.80, 0.30)
Br (-1.93, 2.50, -1.47)
C (-3.58, 1.40, 0.46)
C (-4.60, 2.61, 0.56)
C (-5.62, 2.32, 1.75)
F (-5.99, 3.52, 2.40)
C (-1.62, 2.75, 1.33)
I (-2.22, 2.28, 3.37)
H (1.17, 5.25, -1.17)
H (0.34, 2.76, 2.40)
H (0.01, 0.61, 2.05)
H (0.34, -1.42, 0.13)
H (1.67, -0.25, -0.43)
H (2.95, -0.55, 1.57)
H (1.40, -0.95, 2.53)
H (-1.89, -0.32, 0.84)
H (-1.21, 0.14, -0.76)
H (-3.76, 0.68, 1.30)
H (-3.85, 0.84, -0.48)
H (-4.14, 3.61, 0.74)
H (-5.22, 2.68, -0.37)
H (-6.53, 1.83, 1.34)
H (-5.19, 1.66, 2.54)
H (-2.01, 3.77, 1.05)
C (5.49, 0.12, -2.39)
C (4.23, -0.57, -2.89)
C (3.78, 0.01, -4.22)
O (3.19, -0.43, -1.92)
H (5.30, 1.19, -2.23)
H (5.80, -0.30, -1.43)
H (6.31, 0.02, -3.10)
H (4.43, -1.64, -3.01)
H (3.53, 1.07, -4.12)
H (2.87, -0.50, -4.56)
H (4.55, -0.10, -4.98)
H (3.01, 0.51, -1.81)
C (0.89, -7.08, 0.87)
C (0.22, -6.00, 0.04)
C (0.89, -5.85, -1.32)
O (0.28, -4.75, 0.74)
H (1.94, -6.84, 1.06)
H (0.41, -7.17, 1.85)
H (0.84, -8.05, 0.37)
H (-0.84, -6.24, -0.09)
H (1.94, -5.56, -1.21)
H (0.40, -5.06, -1.90)
H (0.84, -6.78, -1.88)
H (1.21, -4.53, 0.86)
C (-2.85, -6.42, 2.93)
C (-2.52, -7.90, 3.04)
C (-3.51, -8.63, 3.93)
O (-1.20, -8.05, 3.57)
H (-2.81, -5.94, 3.91)
H (-2.13, -5.91, 2.29)
H (-3.85, -6.28, 2.51)
H (-2.52, -8.36, 2.04)
H (-3.49, -8.22, 4.95)
H (-3.25, -9.69, 4.01)
H (-4.53, -8.55, 3.54)
H (-1.19, -7.66, 4.44)
C (3.40, 7.83, 4.60)
C (4.08, 7.63, 3.25)
C (3.55, 8.61, 2.22)
O (3.85, 6.29, 2.80)
H (2.32, 7.66, 4.52)
H (3.79, 7.11, 5.33)
H (3.57, 8.84, 4.98)
H (5.16, 7.76, 3.36)
H (2.47, 8.47, 2.06)
H (4.03, 8.45, 1.25)
H (3.72, 9.64, 2.53)
H (2.90, 6.17, 2.70)
C (7.81, -3.16, -5.04)
C (7.12, -2.10, -5.90)
C (7.78, -1.98, -7.26)
O (7.17, -0.84, -5.23)
H (8.86, -2.89, -4.87)
H (7.33, -3.23, -4.06)
H (7.77, -4.14, -5.52)
H (6.07, -2.36, -6.02)
H (8.83, -1.68, -7.16)
H (7.28, -1.21, -7.86)
H (7.74, -2.93, -7.81)
H (8.10, -0.60, -5.11)
C (-9.52, 4.70, -0.67)
C (-9.18, 3.22, -0.51)
C (-10.18, 2.52, 0.39)
O (-7.86, 3.09, 0.04)
H (-9.49, 5.21, 0.30)
H (-8.78, 5.19, -1.31)
H (-10.51, 4.83, -1.11)
H (-9.17, 2.74, -1.49)
H (-10.18, 2.96, 1.39)
H (-9.92, 1.47, 0.50)
H (-11.19, 2.59, -0.01)
H (-7.86, 3.51, 0.91)

## Properties
- Total charge: +1
- F_max: 2.56 eV/A
- Frontier orbital gap: 6.7010 eV

(6)
One molecule with the formula C3H2FNO, computed with wB97M-V/def2-TZVPD.

CARTESIAN COORDINATES (ANGSTROEM)
C (-0.25, -0.63, 0.97)
C (0.13, 0.80, -0.75)
C (0.64, -0.35, -0.30)
N (-1.00, 0.36, 1.14)
O (-0.87, 1.25, 0.10)
F (1.54, -1.21, -0.90)
H (-0.43, -1.45, 1.53)
H (0.25, 1.23, -1.79)

## Properties
- Total charge: 0
- Energy above the lowest of the compared OMol25 structures with the same formula, charge and spin: 201.5 kJ/mol
- F_max: 6.26 eV/A
- Frontier orbital gap: 11.2357 eV
- SMILES string: Fc1cnoc1

(7)
A 12-piece molecular cluster, C47H94F9N5O15PS overall, computed with wB97M-V/def2-TZVPD.

CARTESIAN COORDINATES (ANGSTROEM)
C (2.65, -4.54, 0.42)
C (2.73, -3.84, -0.79)
C (2.51, -2.91, -2.16)
N (1.26, -2.03, -2.07)
C (-0.05, -2.39, -2.82)
C (-0.19, -3.74, -3.74)
C (0.64, -3.79, -5.13)
C (0.78, -5.30, -5.84)
N (1.25, -2.78, -5.82)
C (-1.43, -1.46, -2.73)
C (-2.85, -1.76, -3.47)
C (-3.06, -0.96, -4.92)
S (-1.58, -1.02, -6.06)
C (-0.89, 0.67, -6.44)
N (0.60, 0.78, -6.83)
N (0.71, 2.16, -7.04)
C (-0.59, 2.89, -6.81)
O (-1.65, 1.94, -6.44)
C (-1.30, -0.11, -1.74)
C (-2.68, 0.81, -1.67)
O (-2.99, 1.63, -2.72)
O (-3.60, 0.89, -0.52)
C (-4.73, -0.03, -0.62)
C (-5.82, 0.32, -1.80)
C (-7.15, -0.65, -1.74)
C (-8.58, 0.19, -1.73)
C (-9.51, -0.14, -3.08)
C (0.11, 0.27, -0.92)
C (0.13, 1.62, 0.00)
F (1.21, 1.71, 1.01)
F (-1.12, 1.81, 0.84)
C (0.24, 2.96, -0.94)
F (0.94, 2.57, -2.22)
F (-1.08, 3.52, -1.37)
C (1.08, 4.21, -0.31)
F (0.93, 5.34, -1.31)
F (2.56, 3.99, -0.23)
C (0.52, 4.81, 1.10)
F (0.81, 6.30, 1.05)
F (-0.94, 4.70, 1.31)
F (1.30, 4.34, 2.31)
C (1.37, -0.77, -1.19)
P (3.11, -0.43, -0.36)
N (2.98, -0.69, 1.43)
O (3.61, 1.24, -0.70)
H (2.43, -5.36, 1.26)
H (3.49, -2.30, -2.45)
H (2.45, -3.74, -3.02)
H (-1.28, -4.09, -3.97)
H (0.27, -4.62, -3.06)
H (-0.22, -5.57, -6.44)
H (0.79, -6.08, -4.93)
H (1.74, -5.41, -6.49)
H (1.05, -1.92, -5.28)
H (-3.80, -1.44, -2.83)
H (-3.06, -2.90, -3.72)
H (-3.46, 0.13, -4.79)
H (-3.93, -1.57, -5.47)
H (-0.88, 4.03, -6.87)
H (-4.26, -1.13, -0.72)
H (-5.31, -0.05, 0.42)
H (-6.07, 1.47, -1.68)
H (-5.30, 0.19, -2.86)
H (-7.11, -1.35, -0.77)
H (-7.10, -1.33, -2.70)
H (-8.35, 1.36, -1.69)
H (-9.19, -0.18, -0.78)
H (-9.07, 0.41, -4.03)
H (-9.46, -1.29, -3.28)
H (-10.64, 0.19, -2.92)
H (3.67, -1.41, 1.73)
H (3.14, 0.24, 1.89)
H (3.72, 1.36, -1.69)
C (5.44, 5.28, 1.39)
C (6.11, 3.94, 1.17)
O (5.83, 3.07, 2.26)
H (5.80, 5.74, 2.32)
H (5.65, 5.96, 0.56)
H (4.36, 5.16, 1.49)
H (7.19, 4.06, 1.09)
H (5.75, 3.47, 0.25)
H (4.87, 2.97, 2.31)
C (-1.49, 7.30, -4.49)
C (-2.79, 6.88, -5.15)
O (-2.55, 5.86, -6.10)
H (-0.78, 7.66, -5.24)
H (-1.66, 8.09, -3.75)
H (-1.02, 6.45, -3.99)
H (-3.25, 7.73, -5.66)
H (-3.51, 6.51, -4.41)
H (-2.15, 5.11, -5.63)
C (7.05, -4.64, -3.74)
C (5.98, -4.49, -2.67)
O (4.69, -4.53, -3.27)
H (6.96, -3.84, -4.48)
H (8.05, -4.61, -3.30)
H (6.93, -5.58, -4.28)
H (6.09, -3.53, -2.15)
H (6.05, -5.29, -1.94)
H (4.60, -5.38, -3.72)
C (-3.29, 9.67, -1.17)
C (-4.59, 9.25, -1.82)
O (-4.35, 8.23, -2.78)
H (-2.58, 10.03, -1.91)
H (-3.46, 10.46, -0.43)
H (-2.82, 8.81, -0.67)
H (-5.05, 10.10, -2.34)
H (-5.31, 8.88, -1.08)
H (-3.95, 7.48, -2.31)
C (4.54, 4.23, 5.62)
C (5.21, 2.89, 5.40)
O (4.93, 2.02, 6.49)
H (4.90, 4.68, 6.55)
H (4.75, 4.91, 4.79)
H (3.46, 4.11, 5.72)
H (6.29, 3.00, 5.33)
H (4.85, 2.42, 4.48)
H (3.97, 1.91, 6.54)
C (-10.13, -5.01, -2.86)
C (-9.42, -4.13, -1.84)
O (-10.15, -2.92, -1.66)
H (-10.22, -4.49, -3.81)
H (-9.58, -5.94, -3.01)
H (-11.14, -5.24, -2.52)
H (-8.42, -3.87, -2.19)
H (-9.33, -4.64, -0.88)
H (-11.03, -3.16, -1.34)
C (9.43, 3.19, 6.58)
C (10.10, 1.85, 6.36)
O (9.83, 0.98, 7.45)
H (9.79, 3.65, 7.51)
H (9.64, 3.87, 5.75)
H (8.35, 3.07, 6.68)
H (11.19, 1.97, 6.28)
H (9.74, 1.38, 5.44)
H (8.86, 0.87, 7.50)
C (6.64, -5.04, 3.85)
C (5.38, -4.81, 3.04)
O (5.71, -4.14, 1.83)
H (7.13, -4.09, 4.08)
H (6.40, -5.55, 4.79)
H (7.36, -5.65, 3.30)
H (4.68, -4.18, 3.59)
H (4.89, -5.75, 2.79)
H (6.33, -4.71, 1.34)
C (5.34, 4.12, 9.82)
C (4.61, 5.28, 10.47)
O (4.46, 6.34, 9.55)
H (6.33, 4.45, 9.46)
H (5.47, 3.29, 10.52)
H (4.79, 3.76, 8.94)
H (5.17, 5.65, 11.34)
H (3.62, 4.96, 10.82)
H (3.95, 6.01, 8.79)
C (-13.08, -7.94, -1.19)
C (-12.84, -6.76, -0.27)
O (-13.47, -5.60, -0.80)
H (-12.69, -7.73, -2.19)
H (-12.60, -8.84, -0.81)
H (-14.15, -8.13, -1.30)
H (-11.77, -6.55, -0.18)
H (-13.24, -6.95, 0.73)
H (-14.42, -5.79, -0.86)
C (3.82, -7.93, 5.84)
C (2.79, -7.42, 4.85)
O (3.39, -7.19, 3.59)
H (4.64, -7.21, 5.94)
H (3.37, -8.11, 6.82)
H (4.27, -8.87, 5.48)
H (2.36, -6.48, 5.20)
H (1.98, -8.15, 4.73)
H (3.76, -8.04, 3.28)

## Properties
- Total charge: +1
- F_max: 9.30 eV/A
- Frontier orbital gap: 5.4753 eV

(8)
C20H29BeO4 as an isolated structure, computed with wB97M-V/def2-TZVPD.

CARTESIAN COORDINATES (ANGSTROEM)
O (0.07, 0.67, 0.02)
C (1.34, 0.86, -0.68)
C (0.74, 1.97, -1.51)
H (1.66, -0.01, -1.26)
H (2.10, 1.15, 0.04)
C (-0.54, 1.79, -0.64)
H (0.65, 1.66, -2.55)
H (1.28, 2.91, -1.42)
C (-1.83, 1.43, -1.34)
H (-1.86, 0.39, -1.65)
H (-2.00, 2.06, -2.23)
H (-2.66, 1.61, -0.65)
C (-0.73, 2.85, 0.42)
H (0.24, 3.12, 0.85)
H (-1.39, 2.48, 1.23)
H (-1.19, 3.76, -0.01)
Be (-0.40, -2.22, -0.89)
C (0.90, 1.72, 4.29)
C (1.62, 0.54, 3.98)
C (2.39, 0.79, 2.81)
H (1.60, -0.40, 4.53)
C (2.18, 2.16, 2.43)
C (1.25, 2.72, 3.35)
H (0.87, 3.74, 3.32)
H (0.18, 1.84, 5.10)
H (2.99, 0.05, 2.28)
H (2.66, 2.69, 1.62)
C (-1.32, -0.90, 3.22)
C (-2.06, 0.25, 2.82)
C (-2.64, -0.03, 1.56)
H (-2.09, 1.18, 3.37)
C (-2.30, -1.37, 1.19)
C (-1.56, -1.93, 2.27)
H (-1.23, -2.96, 2.34)
H (-0.68, -0.97, 4.06)
H (-3.22, 0.65, 0.97)
H (-2.64, -1.88, 0.31)
O (-0.27, -1.67, -2.23)
C (-0.89, -0.90, -3.54)
C (-0.05, -1.48, -4.66)
H (-0.68, 0.16, -3.35)
H (-1.95, -1.20, -3.51)
C (0.96, -2.50, -4.08)
H (0.51, -0.66, -5.13)
H (-0.66, -1.93, -5.46)
C (0.75, -2.68, -2.58)
H (1.99, -2.13, -4.26)
H (0.85, -3.49, -4.56)
H (1.67, -2.45, -2.00)
H (0.33, -3.68, -2.37)
O (2.17, -1.61, 0.75)
C (1.29, -2.42, 1.06)
O (0.27, -2.81, 0.30)
H (1.33, -2.94, 2.03)

## Properties
- Total charge: -1
- Energy above the lowest of the compared OMol25 structures with the same formula, charge and spin: 428.7 kJ/mol
- F_max: 5.29 eV/A
- Frontier orbital gap: 2.8276 eV

(9)
C3H3N2O as an isolated structure, computed with wB97M-V/def2-TZVPD.

CARTESIAN COORDINATES (ANGSTROEM)
C (4.42, -0.09, -0.03)
C (1.45, -1.36, 0.12)
C (-0.48, -0.16, -0.25)
N (3.23, -0.59, 0.09)
N (0.72, -0.17, 0.28)
O (5.43, 0.45, -0.16)
H (-1.32, 0.55, -0.13)
H (-0.70, -0.99, -0.86)
H (1.10, 0.43, 1.03)

## Properties
- Total charge: +1
- Energy above the lowest of the compared OMol25 structures with the same formula, charge and spin: 636.7 kJ/mol
- F_max: 5.43 eV/A
- Frontier orbital gap (spin up / spin down): 8.6943 / 6.2801 eV